(1)
{"formula": "C46H38IrN6O3P2S", "method": "wB97M-V/def2-TZVPD", "multiplicity": 6, "e_homo_ev": [-8.99, -12.68], "charge": 2, "lumo_energy_ev": [-5.70, -8.43], "e_above_lowest_kcal_mol": 93.68, "symbols": ["Ir", "N", "C", "S", "N", "N", "C", "C", "C", "C", "C", "C", "C", "O", "H", "H", "H", "H", "H", "H", "H", "O", "N", "O", "C", "C", "C", "C", "C", "C", "N", "C", "C", "N", "C", "C", "C", "C", "H", "H", "H", "H", "H", "H", "H", "C", "C", "P", "C", "C", "C", "C", "C", "C", "C", "C", "C", "C", "C", "C", "P", "C", "C", "C", "C", "C", "C", "C", "C", "C", "C", "C", "C", "H", "H", "H", "H", "H", "H", "H", "H", "H", "H", "H", "H", "H", "H", "H", "H", "H", "H", "H", "H", "H", "H", "H", "H"], "xyz": [[1.436512, 0.345772, 1.828556], [4.149622, -0.795528, -1.358157], [3.265903, -0.250692, -0.509708], [2.381385, -1.263528, 0.590952], [3.065445, 1.061782, -0.396390], [2.220132, 1.510595, 0.490081], [2.041757, 2.821414, 0.500966], [1.251515, 3.593730, 1.350504], [1.163998, 4.957747, 0.988761], [0.267507, 5.792996, 1.636164], [-0.405731, 5.327066, 2.798537], [-0.361862, 4.007367, 3.234477], [0.522927, 3.095943, 2.477185], [0.518791, 1.788052, 2.819528], [4.439928, -1.753792, -1.142518], [4.738526, -0.280158, -1.949466], [2.691292, 3.219757, -0.413455], [1.617331, 5.339603, 0.141107], [0.367705, 6.803159, 1.383663], [-0.963252, 6.083951, 3.419147], [-0.694119, 3.592299, 4.230479], [4.247273, -1.429158, 8.782476], [4.592805, -1.574894, 7.621082], [5.729463, -1.859884, 7.291266], [3.574417, -1.517310, 6.612969], [2.286756, -1.806538, 6.907737], [1.185757, -1.642598, 5.908286], [-0.083093, -2.155095, 6.090216], [-0.948626, -2.059260, 4.973849], [-0.500982, -1.427813, 3.817123], [0.723417, -0.928757, 3.668774], [1.612883, -1.097839, 4.737995], [2.902096, -0.508129, 4.464737], [3.137932, 0.165638, 3.322265], [4.332554, 0.382042, 2.901935], [5.432142, -0.119398, 3.610889], [5.249205, -0.780062, 4.769672], [3.966393, -0.942857, 5.275859], [2.047866, -2.107705, 7.826770], [-0.248485, -2.536637, 7.063785], [-1.994952, -2.349187, 5.052553], [-1.162893, -1.422204, 2.946542], [4.365165, 0.907316, 1.952418], [6.386740, 0.036002, 3.164964], [6.173159, -1.069444, 5.297819], [-1.958677, 0.302939, -0.620247], [-2.270984, -1.217186, -0.689681], [-2.198851, -1.935520, -2.365410], [-1.372871, -3.541412, -2.527188], [-0.791921, -4.346992, -1.511149], [0.102280, -5.400235, -1.877982], [0.490418, -5.484343, -3.172521], [0.074958, -4.573881, -4.179915], [-0.785643, -3.614631, -3.821575], [-3.825972, -2.189477, -2.865407], [-4.766348, -1.191970, -2.955409], [-5.977359, -1.324712, -3.584966], [-6.265571, -2.524912, -4.262913], [-5.308462, -3.547973, -4.178184], [-4.072602, -3.404851, -3.553380], [-0.402266, 0.873774, -1.386937], [-0.786872, 0.619637, -3.214236], [0.158415, 0.062278, -4.120995], [0.035402, 0.084824, -5.497102], [-1.136764, 0.691963, -5.992430], [-2.083053, 1.300868, -5.158350], [-1.860460, 1.270995, -3.753254], [-0.631732, 2.653659, -1.334744], [-1.517730, 3.224877, -0.423910], [-1.722061, 4.601964, -0.418010], [-1.009163, 5.403051, -1.303595], [-0.093610, 4.840473, -2.157451], [0.157937, 3.461099, -2.138993], [-1.982414, 0.561796, 0.434035], [-2.804130, 0.825554, -1.124041], [-3.317707, -1.281725, -0.481183], [-1.663644, -1.870100, 0.036457], [-1.129552, -4.369943, -0.487048], [0.379651, -6.146642, -1.116320], [1.121526, -6.317304, -3.468201], [0.249550, -4.702865, -5.242705], [-1.151376, -2.909158, -4.557622], [-4.504645, -0.235349, -2.525230], [-6.549810, -0.494211, -3.795127], [-7.171842, -2.470441, -4.817398], [-5.544363, -4.558104, -4.659720], [-3.416670, -4.250083, -3.421971], [1.015055, -0.469597, -3.721692], [0.810120, -0.403486, -6.084704], [-1.329267, 0.704326, -7.074962], [-2.855061, 1.861194, -5.649877], [-2.597551, 1.681367, -3.040635], [-2.098037, 2.650787, 0.360713], [-2.457817, 4.975783, 0.252053], [-1.270852, 6.420748, -1.300132], [0.412740, 5.481702, -2.839815], [0.953317, 3.067708, -2.791370]], "atomic_forces_ev_per_a": [[-0.3, -2.3, 3.0], [-1.1, -1.1, 1.5], [-0.5, 0.7, 1.2], [-0.2, -1.0, 0.0], [1.7, 0.1, -2.5], [-0.6, -0.3, 1.1], [2.2, 0.5, -2.9], [0.4, -0.1, -0.5], [-2.6, 0.4, 2.0], [2.0, -2.2, 0.6], [-0.9, 0.2, 1.4], [2.1, -1.0, -0.4], [-1.9, -1.3, 1.2], [-0.1, 2.8, -0.3], [-0.3, 0.6, -0.4], [0.7, 1.0, -0.7], [-1.7, 0.0, 2.2], [1.3, 0.4, -1.4], [-0.7, 1.4, -0.3], [0.5, -1.0, -0.8], [-0.1, 0.8, -1.4], [-0.1, 0.2, -0.5], [0.5, -1.1, 1.7], [-0.1, 0.2, -0.3], [-0.9, 1.1, -2.4], [0.5, 1.6, -3.8], [1.8, -1.5, 2.4], [1.0, 1.0, -1.1], [-0.5, 0.4, 0.1], [-0.8, -1.0, 0.4], [0.2, 0.8, -1.6], [0.9, 3.1, -3.8], [-1.5, -2.4, 1.7], [-3.0, 0.1, -0.3], [2.6, -0.2, -0.1], [-0.7, 1.8, -3.2], [0.7, -0.7, 2.6], [0.7, -0.3, 1.4], [-0.9, -1.2, 3.6], [-0.9, -0.6, 0.5], [0.3, -0.1, -0.2], [0.2, 0.3, 0.3], [0.7, 0.1, 0.1], [0.7, 0.0, 0.0], [-1.0, -0.1, -0.1], [-0.9, -0.5, -0.4], [1.6, -0.1, 0.6], [0.6, -1.0, 1.1], [2.6, 0.9, 0.8], [-0.4, -0.9, -0.9], [-1.4, 1.2, 1.4], [0.8, -0.6, -2.1], [0.5, -1.7, 0.4], [-2.0, 1.1, 0.4], [-0.1, -1.5, -1.7], [-0.2, 1.5, 0.7], [1.4, -2.2, -0.9], [1.6, 1.1, 1.3], [-0.8, -2.1, -1.2], [-1.6, 0.4, 0.6], [0.6, -1.1, -0.8], [1.4, -0.3, -0.1], [0.4, -0.5, 0.9], [-1.2, 0.3, 0.8], [0.1, 0.0, -0.7], [1.6, -0.4, 0.8], [-2.0, 0.4, -1.0], [0.1, -0.2, 0.7], [-1.0, 0.2, 1.1], [0.6, -1.0, -0.6], [-1.1, -1.0, 0.6], [0.3, -0.6, 0.1], [0.1, 0.9, -0.5], [0.1, 0.2, 0.1], [0.4, -0.2, 0.5], [-0.6, -0.4, 0.6], [-0.8, 1.0, -1.1], [-0.2, 0.5, 0.2], [0.0, 0.5, -0.5], [0.0, 0.1, 0.0], [0.7, -0.1, 0.3], [0.0, 0.0, -0.2], [-0.1, 0.3, 0.0], [-1.4, 1.7, 0.2], [-0.5, -1.0, -0.5], [0.4, 1.6, 0.7], [0.0, 0.0, -0.4], [0.1, 0.1, 0.2], [-0.4, 0.3, -0.2], [0.2, 0.1, 0.5], [-0.6, 0.0, 0.3], [0.3, 0.2, -0.7], [0.8, 0.5, -1.3], [-0.3, 0.6, 0.4], [0.1, 1.3, -0.3], [0.5, 0.3, -0.4], [-0.6, 0.0, 0.2]]}

(2)
{"formula": "C46H39ClN2O4P2STeTi", "method": "wB97M-V/def2-TZVPD", "multiplicity": 1, "e_homo_ev": -7.86, "charge": 0, "lumo_energy_ev": -0.85, "e_above_lowest_kcal_mol": 1.31, "symbols": ["Ti", "C", "C", "C", "C", "C", "C", "C", "S", "O", "O", "N", "C", "C", "O", "O", "H", "H", "H", "H", "H", "H", "H", "H", "H", "Te", "C", "C", "C", "N", "C", "C", "C", "P", "C", "C", "C", "C", "C", "C", "C", "C", "C", "C", "C", "C", "P", "C", "C", "C", "C", "C", "C", "C", "C", "C", "C", "C", "C", "H", "H", "H", "H", "H", "H", "H", "H", "H", "H", "H", "H", "H", "H", "H", "H", "H", "H", "H", "H", "H", "H", "H", "H", "Cl", "C", "C", "C", "C", "C", "C", "C", "H", "H", "H", "H", "H", "H"], "xyz": [[1.122549, -1.057836, 0.660752], [1.461839, 5.485380, 3.503604], [1.320820, 3.989561, 3.497940], [0.085444, 3.392374, 3.718515], [-0.042719, 2.014100, 3.775043], [1.082499, 1.218152, 3.614974], [2.328846, 1.797178, 3.402634], [2.437259, 3.172833, 3.321515], [0.976490, -0.494963, 4.023355], [2.170609, -0.828450, 4.753759], [-0.296485, -0.697197, 4.668132], [0.982610, -1.345753, 2.614508], [0.909893, -2.789827, 2.959307], [0.784654, -3.626753, 1.702660], [0.699407, -4.819839, 1.718344], [0.776803, -2.892836, 0.580929], [0.543332, 5.967793, 3.171908], [2.277445, 5.808589, 2.856632], [1.680080, 5.840452, 4.513185], [-0.790782, 4.013931, 3.854825], [-0.998290, 1.554640, 3.987638], [3.211556, 1.175942, 3.357875], [3.409204, 3.623544, 3.158712], [0.050281, -2.999228, 3.599033], [1.810567, -3.107928, 3.490387], [-1.157097, 1.897242, -3.007554], [-3.235217, 1.501008, -3.263078], [-4.186361, 2.126298, -2.467681], [-5.528291, 1.831761, -2.667591], [-5.967122, 0.980813, -3.592138], [-5.051689, 0.400044, -4.364508], [-3.686652, 0.626451, -4.244174], [-0.583353, 0.477170, -1.594443], [0.336916, -0.977265, -1.869147], [-0.651269, -2.393885, -2.427882], [-0.145294, -3.687154, -2.298145], [-0.904331, -4.772394, -2.707955], [-2.171915, -4.575169, -3.240985], [-2.684023, -3.291041, -3.359688], [-1.924951, -2.204118, -2.950375], [1.508185, -0.675586, -3.227175], [1.619115, -1.508216, -4.334545], [2.538739, -1.218636, -5.335454], [3.350306, -0.100149, -5.236956], [3.241092, 0.738908, -4.134566], [2.325178, 0.451772, -3.137752], [-0.801293, 0.562322, 0.124766], [-2.384376, -0.087096, 0.734422], [-3.443856, -0.282380, -0.144709], [-4.650596, -0.789069, 0.315678], [-4.796707, -1.117187, 1.656154], [-3.734618, -0.945545, 2.535014], [-2.529332, -0.435644, 2.077055], [-0.819587, 2.325352, 0.555879], [-1.984748, 2.976692, 0.942781], [-2.009256, 4.362784, 1.032462], [-0.871026, 5.098474, 0.739574], [0.301725, 4.448986, 0.374105], [0.326079, 3.068427, 0.280785], [-3.892462, 2.823473, -1.692574], [-6.286950, 2.300388, -2.049444], [-5.426804, -0.282679, -5.119820], [-2.991826, 0.118093, -4.900615], [0.830961, -3.844739, -1.856520], [-0.512232, -5.774844, -2.595518], [-2.765417, -5.425371, -3.552239], [-3.676939, -3.133732, -3.762872], [-2.325965, -1.202073, -3.026511], [0.986317, -2.381673, -4.421265], [2.614893, -1.870013, -6.196580], [4.064895, 0.122775, -6.018765], [3.868411, 1.617549, -4.055545], [2.225278, 1.118642, -2.287247], [-3.318680, -0.043645, -1.192136], [-5.471086, -0.934820, -0.375771], [-5.734833, -1.520979, 2.014844], [-3.836729, -1.220143, 3.577041], [-1.701952, -0.334804, 2.768858], [-2.879337, 2.403020, 1.153405], [-2.923904, 4.867789, 1.316841], [-0.896033, 6.179863, 0.791590], [1.193588, 5.021691, 0.151788], [1.232120, 2.562532, -0.037556], [3.524145, -2.692308, -1.341525], [4.070078, -2.623584, 0.311048], [4.697137, -3.738894, 0.842420], [5.139398, -3.710107, 2.153349], [4.955047, -2.562178, 2.913692], [4.326881, -1.459755, 2.365766], [3.857370, -1.454732, 1.047688], [3.067638, -0.313278, 0.500305], [4.822586, -4.619163, 0.227361], [5.619976, -4.580898, 2.578377], [5.289105, -2.527546, 3.942168], [4.168892, -0.587020, 2.983246], [3.295044, -0.087069, -0.543483], [3.153095, 0.582398, 1.117829]], "atomic_forces_ev_per_a": [[-0.3, 0.0, 0.0], [0.0, 0.0, 0.0], [0.0, 0.0, 0.0], [0.0, 0.0, 0.0], [0.0, 0.0, 0.0], [0.0, 0.0, 0.0], [0.0, 0.0, 0.0], [0.0, 0.0, 0.0], [0.0, 0.0, 0.0], [0.0, 0.0, 0.0], [0.0, 0.0, 0.0], [-0.1, 0.0, -0.2], [0.0, 0.1, 0.0], [0.0, 0.0, 0.1], [0.0, 0.0, 0.0], [0.2, 0.3, 0.0], [0.0, 0.0, 0.0], [0.0, 0.0, 0.0], [0.0, 0.0, 0.0], [0.0, 0.0, 0.0], [0.0, 0.0, 0.0], [0.0, 0.0, 0.0], [0.0, 0.0, 0.0], [0.0, 0.0, 0.0], [0.0, 0.0, 0.0], [0.0, 0.0, 0.0], [0.1, 0.0, 0.0], [0.0, 0.0, 0.0], [0.0, 0.0, 0.0], [0.0, 0.0, 0.0], [0.0, 0.0, 0.0], [0.0, 0.0, 0.0], [0.0, 0.0, 0.0], [0.0, 0.0, 0.2], [0.1, 0.0, 0.0], [0.0, 0.0, 0.0], [0.0, 0.0, 0.0], [0.0, 0.0, 0.0], [0.0, 0.0, 0.0], [0.0, 0.0, 0.0], [0.0, 0.1, 0.0], [0.0, 0.0, 0.0], [0.0, 0.0, 0.0], [0.0, 0.0, 0.0], [0.0, 0.0, 0.0], [0.0, 0.0, 0.0], [0.1, -0.1, 0.1], [0.0, 0.0, 0.0], [0.0, 0.0, 0.0], [0.0, 0.0, 0.0], [0.0, 0.0, 0.0], [0.0, 0.0, 0.0], [0.0, 0.0, 0.0], [0.0, 0.0, 0.0], [0.0, 0.0, 0.0], [0.0, 0.0, 0.0], [0.0, 0.0, 0.0], [0.0, 0.0, 0.0], [0.0, 0.0, 0.0], [0.0, 0.0, 0.0], [0.0, 0.0, 0.0], [0.0, 0.0, 0.0], [0.0, 0.0, 0.0], [0.0, 0.0, 0.0], [0.0, 0.0, 0.0], [0.0, 0.0, 0.0], [0.0, 0.0, 0.0], [0.0, 0.0, 0.0], [0.0, 0.0, 0.0], [0.0, 0.0, 0.0], [0.0, 0.0, 0.0], [0.0, 0.0, 0.0], [0.0, 0.0, 0.0], [0.0, 0.0, 0.0], [0.0, 0.0, 0.0], [0.0, 0.0, 0.0], [0.0, 0.0, 0.0], [0.0, 0.0, 0.0], [0.0, 0.0, 0.0], [0.0, 0.0, 0.0], [0.0, 0.0, 0.0], [0.0, 0.0, 0.0], [0.0, 0.0, 0.0], [0.0, 0.0, -0.1], [0.1, 0.0, 0.0], [0.0, 0.0, 0.0], [0.0, 0.0, 0.0], [0.0, 0.0, 0.0], [0.0, 0.0, 0.0], [0.0, -0.1, -0.1], [-0.1, -0.2, 0.0], [0.0, 0.0, 0.0], [0.0, 0.0, 0.0], [0.0, 0.0, 0.0], [0.0, 0.0, 0.0], [0.0, 0.0, 0.0], [0.0, 0.0, 0.0]]}